DFT (ωB97M-V/def2-TZVPD) results for a cluster of 4 separate species, C27H60N2O12PSi in total.

```
103
Properties=species:S:1:pos:R:3:forces:R:3
C -1.54545 0.56478 6.26058 0.4 -0.2 -0.5
C -1.91664 1.52473 5.18719 0.3 0.1 0.1
O -1.31310 2.52746 4.94504 0.2 0.6 0.0
O -2.98862 1.12443 4.49400 -0.6 -0.1 0.1
C -3.76991 2.17276 3.89932 -0.1 -0.1 -0.8
C -4.61268 1.55358 2.82531 0.3 -0.2 0.2
C -5.59400 0.54706 3.41860 0.2 0.2 -0.6
C -5.45481 -0.87871 2.88955 -0.5 0.1 0.5
C -5.22360 -1.89873 3.99665 0.7 -0.1 -0.6
C -4.49021 -3.15549 3.51855 -0.5 0.5 0.1
C -2.97207 -3.13870 3.69479 -0.1 -0.4 -0.4
C -2.32884 -4.23422 2.82926 -0.6 0.4 -0.2
N -1.44626 -3.84889 1.63216 1.0 0.7 1.1
C 0.01628 -3.69742 2.06177 0.1 -0.1 -0.1
C 0.79759 -2.46838 1.70178 0.1 -0.3 -0.5
O 1.12124 -2.52863 0.33093 0.0 0.8 -0.4
Si 1.68585 -1.04774 -0.31603 0.3 0.7 -0.2
C 2.54944 -1.24954 -1.95368 -0.5 -0.4 0.6
C 0.23046 0.13520 -0.42109 0.4 -0.9 0.2
C 2.90872 -0.24189 0.84073 -0.6 -0.7 -0.5
P -2.16164 -2.54325 0.60503 -1.3 0.0 -1.1
N -3.56500 -3.00060 0.16573 0.1 0.1 0.2
H -2.27168 0.55418 7.05072 -0.4 0.0 0.4
H -1.46392 -0.41932 5.82549 -0.2 -0.5 0.0
H -0.57366 0.83516 6.61982 0.4 0.2 0.4
H -4.42583 2.58942 4.64373 -0.1 0.3 0.6
H -3.15038 2.94410 3.48000 0.5 0.3 0.1
H -3.93118 1.07903 2.13527 0.2 -0.3 -0.4
H -5.08925 2.34778 2.27320 -0.3 0.3 -0.2
H -5.44609 0.56418 4.48425 -0.1 -0.2 0.5
H -6.58260 0.91842 3.22568 -0.6 0.1 0.1
H -4.70153 -0.94542 2.12458 0.6 0.0 -0.4
H -6.38675 -1.13549 2.41118 -0.2 -0.3 -0.5
H -4.64325 -1.43658 4.78104 0.1 0.2 0.5
H -6.18369 -2.17557 4.38722 -0.4 -0.1 0.5
H -4.87861 -3.97967 4.09192 0.0 -0.6 0.2
H -4.75861 -3.35052 2.49134 0.0 0.0 -0.5
H -2.79206 -3.42684 4.71562 0.3 0.1 0.5
H -2.53891 -2.15555 3.58469 0.2 0.4 -0.2
H -3.14145 -4.78761 2.39965 -0.3 -0.4 -0.3
H -1.74364 -4.89312 3.43693 0.5 -0.4 0.1
H -1.47234 -4.67055 1.03660 -0.1 -0.1 -0.3
H 0.11177 -3.85560 3.11801 -0.5 0.0 0.6
H 0.53877 -4.50709 1.58604 0.2 -0.5 -0.2
H 0.35524 -1.52295 1.99884 -0.4 0.2 0.0
H 1.70592 -2.54568 2.28495 0.4 0.0 0.3
H 3.55361 -0.87290 -1.87748 0.5 0.1 0.1
H 2.06118 -0.67324 -2.72069 -0.3 0.1 -0.4
H 2.60785 -2.29210 -2.22583 0.0 -0.4 -0.4
H 0.58295 1.07626 -0.80297 0.1 0.5 -0.2
H -0.56660 -0.21550 -1.05745 -0.3 0.0 -0.3
H -0.14191 0.30704 0.57917 -0.3 0.2 0.3
H 3.81954 -0.81537 0.88431 0.5 -0.2 0.2
H 2.51523 -0.06788 1.81989 -0.1 0.1 0.8
H 3.12560 0.71331 0.39541 0.2 0.5 -0.2
H -2.12875 -1.41500 1.41300 0.4 -0.1 0.5
H -1.27445 -2.33304 -0.44557 0.6 -0.1 0.4
H -3.62368 -3.07152 -0.84017 -0.3 -0.2 -0.1
C 0.77885 4.49447 -5.67139 -0.2 -0.1 0.0
C 1.78919 3.41770 -5.34867 0.2 0.4 0.0
O 1.15649 2.17344 -4.99362 0.1 0.0 0.2
C 0.68555 1.46599 -6.01580 -0.1 0.1 0.2
O 0.75733 1.75669 -7.17601 0.0 0.0 -0.3
O 0.09981 0.36880 -5.52646 0.0 -0.1 0.0
C -0.53451 -0.44075 -6.52273 -0.1 -0.2 0.0
H 0.07312 4.61390 -4.84841 0.1 0.1 0.1
H 1.28283 5.44546 -5.84004 0.0 0.0 0.0
H 0.20575 4.24556 -6.56271 0.1 0.0 -0.1
H 2.37204 3.69938 -4.47464 0.0 -0.1 0.1
H 2.48217 3.25727 -6.17264 -0.1 -0.1 -0.1
H 0.15615 -0.68507 -7.32490 0.0 0.1 -0.1
H -1.40799 0.06911 -6.92352 0.0 0.1 -0.1
H -0.84583 -1.35170 -6.02081 0.0 0.0 0.1
C 4.31621 -4.78568 -0.19703 0.2 -0.1 -0.1
C 3.10981 -5.23334 0.59237 0.1 0.3 0.0
O 2.75322 -6.58552 0.28026 -0.3 0.2 0.0
C 3.51509 -7.51884 0.86015 -0.1 -0.1 0.0
O 4.41494 -7.31056 1.62603 0.2 0.1 0.1
O 3.08632 -8.70550 0.45570 0.0 -0.1 -0.1
C 3.84987 -9.81467 0.95009 0.0 -0.2 0.0
H 4.14859 -4.94526 -1.26242 -0.1 0.1 0.0
H 4.51436 -3.72591 -0.02898 0.0 0.0 0.0
H 5.20654 -5.34622 0.08007 0.0 0.0 0.1
H 2.25515 -4.62320 0.31245 -0.1 -0.2 -0.1
H 3.26579 -5.11993 1.66761 0.1 -0.2 0.0
H 3.93075 -9.77829 2.03287 0.0 0.1 0.0
H 4.84029 -9.81749 0.50118 0.0 0.1 0.0
H 3.31268 -10.70849 0.65235 -0.1 0.0 -0.1
C 2.05715 11.32236 -4.45792 0.2 -0.1 0.1
C 1.23595 10.05230 -4.45748 -0.2 0.3 -0.1
O 2.06074 8.87996 -4.33986 -0.1 0.0 -0.2
C 2.50693 8.61785 -3.11788 0.0 0.0 -0.1
O 2.26366 9.23825 -2.11908 0.0 0.1 0.2
O 3.27377 7.52869 -3.18585 0.1 -0.2 0.0
C 3.88690 7.16527 -1.94693 0.1 -0.1 0.0
H 2.82184 11.27970 -5.23355 -0.1 0.0 -0.1
H 1.41660 12.18361 -4.64364 0.0 0.0 0.0
H 2.55809 11.46576 -3.50231 -0.1 0.0 0.1
H 0.71607 9.93746 -5.40554 0.1 -0.1 -0.1
H 0.48879 10.05750 -3.66536 0.1 0.0 0.1
H 3.14641 7.07743 -1.15594 0.0 0.1 0.0
H 4.64264 7.89729 -1.67013 0.0 0.1 0.1
H 4.36032 6.20261 -2.11343 0.0 0.0 -0.1
```
Forces are in eV/Å.

As for the lowest unoccupied orbital energy: -0.096 Ha. The max |F| comes out at 1.72 eV/Å. As for the HOMO-LUMO gap: 9.470 eV. As for the HOMO energy: -12.070 eV. As for the charge: +1. Its spin multiplicity is 1.

DFT (ωB97M-V/def2-TZVPD) results for a structure of composition C37H40IrN3O6Te.

```
88
Properties=species:S:1:pos:R:3:forces:R:3
Ir -0.46441 0.03290 0.46360 0.0 -0.2 -0.2
N -1.56328 -0.22701 2.22242 0.0 0.0 0.0
C -2.86237 0.46917 1.99996 0.0 0.0 0.0
C -2.54785 1.82624 1.36092 0.0 0.0 0.1
O -3.15456 2.83307 1.70077 0.0 0.0 0.0
N -1.52719 1.73861 0.48697 0.1 0.1 -0.1
C -0.63523 2.88458 0.38566 -0.1 0.0 0.1
C 0.62503 2.56799 1.19689 0.0 -0.2 -0.3
O 1.34517 3.42037 1.66357 0.0 0.1 0.0
O 0.87693 1.27159 1.31870 0.1 0.1 0.2
H -1.70400 -1.20217 2.46889 0.0 0.0 0.0
H -1.06306 0.20786 2.99467 0.0 0.0 0.0
H -3.40722 0.62605 2.92879 0.0 0.0 0.0
H -3.45603 -0.14456 1.32420 0.0 0.0 0.0
H -1.09982 3.79215 0.76502 0.0 0.0 0.0
H -0.34153 3.04556 -0.65368 0.1 0.0 0.0
C -3.10033 -2.94988 -1.28848 0.0 0.0 0.0
C -1.90792 -2.42397 -0.53437 0.1 -0.1 0.0
O -1.88112 -1.18079 -0.41386 -0.1 0.1 -0.1
C -0.91772 -3.33256 -0.01080 0.0 0.1 0.1
C -1.18109 -4.72521 -0.08054 0.0 0.0 0.0
C -0.31283 -5.65979 0.40616 -0.1 0.0 0.0
C 0.88778 -5.22353 0.99667 0.1 0.0 0.0
C 1.19247 -3.89527 1.07581 0.0 -0.1 0.0
C 0.31954 -2.89256 0.56448 0.0 0.0 -0.2
O 0.73260 -1.67466 0.61782 -0.1 0.0 0.3
H -3.70397 -2.10668 -1.61103 0.0 0.0 0.0
H -3.70219 -3.61048 -0.66391 0.0 0.0 0.0
H -2.77595 -3.51645 -2.16235 0.0 0.0 0.0
H -2.10480 -5.06011 -0.53119 0.0 0.0 0.0
H -0.54384 -6.71373 0.34368 0.0 0.0 0.0
H 1.58171 -5.95319 1.39670 0.0 0.0 0.0
H 2.11633 -3.55270 1.52385 0.0 0.0 0.0
C 8.96730 -0.66104 -2.71946 0.0 0.0 0.0
C 7.50562 -0.49810 -2.40518 0.0 0.0 0.0
C 6.68904 0.31813 -3.17536 0.0 0.0 0.0
C 5.33933 0.49142 -2.89290 0.0 0.0 0.0
C 4.55178 1.40323 -3.79145 0.0 0.0 0.0
C 4.77733 -0.17665 -1.79366 0.0 0.0 0.1
Te 2.84394 0.21627 -0.89681 0.0 0.2 0.0
N 0.67586 0.31492 -1.22002 0.0 -0.1 0.0
C 0.79563 -0.36509 -2.29424 0.1 -0.1 0.0
O 2.06428 -0.59025 -2.65958 -0.1 0.0 -0.1
C -0.26857 -0.88416 -3.17115 0.0 0.1 0.0
C -0.03872 -1.98540 -3.99081 0.0 0.0 0.0
C -1.04401 -2.43850 -4.83168 0.0 0.0 0.0
C -2.26586 -1.77971 -4.87081 0.0 0.0 0.0
C -2.49130 -0.67439 -4.05964 0.0 0.0 0.0
C -1.49813 -0.22977 -3.20305 0.0 0.0 0.0
C 3.07876 2.31546 -1.01164 -0.1 0.0 0.0
C 3.93413 2.83338 -0.03335 0.0 0.0 0.0
C 4.62830 1.97899 0.99541 0.0 0.0 0.0
C 4.14798 4.20500 0.00432 0.0 0.0 0.0
C 3.51836 5.06631 -0.87696 0.0 0.0 0.0
C 3.71492 6.55315 -0.78865 0.0 0.0 0.0
C 2.67316 4.52176 -1.83294 0.0 0.0 0.0
C 2.43822 3.15545 -1.93221 0.0 0.0 0.1
C 1.52057 2.70588 -3.04076 0.0 0.0 0.0
C 5.58091 -1.03544 -1.02387 0.0 -0.1 -0.1
C 5.09446 -1.86608 0.14669 0.0 0.0 0.0
C 6.92972 -1.17486 -1.34358 0.0 0.0 0.0
H 9.24080 -0.11413 -3.62075 0.0 0.0 0.0
H 9.22105 -1.71157 -2.86955 0.0 0.0 0.0
H 9.58503 -0.29006 -1.89980 0.0 0.0 0.0
H 7.11318 0.83617 -4.02921 0.0 0.0 0.0
H 5.03776 1.48039 -4.76416 0.0 0.0 0.0
H 4.48632 2.40866 -3.37019 0.0 0.0 0.0
H 3.54497 1.02876 -3.95016 0.0 0.0 0.0
H 0.92630 -2.47328 -3.96315 0.0 0.0 0.0
H -0.86959 -3.29681 -5.46721 0.0 0.0 0.0
H -3.04383 -2.12510 -5.53984 0.0 0.0 0.0
H -3.44194 -0.15834 -4.09587 0.0 0.0 0.0
H -1.66151 0.62324 -2.55567 0.0 0.0 0.0
H 3.97372 1.20485 1.40303 0.0 0.0 0.0
H 4.92896 2.59472 1.84158 0.0 0.0 0.0
H 5.51983 1.50069 0.58109 0.0 0.0 0.0
H 4.79474 4.60839 0.77512 0.0 0.0 0.0
H 4.50399 6.80585 -0.08189 0.0 0.0 0.0
H 2.79622 7.03789 -0.45356 0.0 0.0 0.0
H 3.97639 6.97562 -1.75992 0.0 0.0 0.0
H 2.17721 5.18045 -2.53909 0.0 0.0 0.0
H 1.66323 3.34919 -3.91000 0.0 0.0 0.0
H 0.47432 2.78204 -2.74189 0.0 0.0 0.0
H 1.69993 1.68725 -3.35953 0.0 -0.1 0.0
H 4.01911 -2.02271 0.17718 0.0 0.0 0.0
H 5.38757 -1.41132 1.09633 0.0 0.0 0.0
H 5.55801 -2.85202 0.10304 0.0 0.0 0.0
H 7.53956 -1.84716 -0.74751 0.0 0.0 0.0
```
Forces are in eV/Å.

As for the lowest unoccupied orbital energy: -0.005 Ha. The max |F| comes out at 0.31 eV/Å. As for the HOMO-LUMO gap: 7.242 eV. As for the HOMO energy: -7.388 eV. Its spin multiplicity is 1. The energy relative to the best compared isomer or geometry (same formula, charge and spin) is 0.0 kJ/mol.

DFT (ωB97M-V/def2-TZVPD) results for a cluster of 2 separate species, C2H7N4O2S in total.

```
16
Properties=species:S:1:pos:R:3:forces:R:3
C -1.02688 -0.67076 -0.09481 -1.1 1.2 -0.9
C 0.22714 1.38761 -0.25690 2.9 -0.7 -0.1
N -1.39103 -1.14159 -1.33142 -0.4 -5.0 4.5
N -1.34992 -1.33560 1.01425 0.0 -3.1 -0.2
N 0.33602 2.68352 -0.37018 -2.5 -1.5 -0.9
N -0.71686 0.64738 -0.05094 -1.7 -1.7 0.5
O 2.74362 -0.32036 1.18354 -2.2 -4.3 -0.9
O 1.21105 -1.50888 -0.30028 -0.1 -0.2 0.2
S 2.26919 -0.52113 -0.34131 -0.2 1.4 -0.1
H -1.95103 -2.04765 -1.45160 1.3 2.1 0.4
H -1.48519 -0.49544 -1.98873 -0.3 3.1 -3.5
H -1.40125 -2.38136 0.81674 -0.2 2.0 0.8
H -1.22369 -1.11074 2.01461 0.4 0.4 -1.4
H -0.47035 3.20858 -0.19539 -1.8 0.9 0.1
H 1.09341 3.16916 -0.11238 3.9 1.6 0.7
H 3.13575 0.43728 1.46479 2.0 3.8 0.9
```
Forces are in eV/Å.

As for the lowest unoccupied orbital energy (spin up / spin down): -0.172 / -0.159 Ha. The max |F| comes out at 6.73 eV/Å. As for the HOMO-LUMO gap (spin up / spin down): 7.425 / 7.969 eV. As for the HOMO energy (spin up / spin down): -12.094 / -12.302 eV. As for the charge: +1. Its spin multiplicity is 1. The energy relative to the best compared isomer or geometry (same formula, charge and spin) is 190.2 kJ/mol.

Question: Which formula does entry 2 have?
Answer: C37H40IrN3O6Te

Question: The highest max |F| belongs to which entry?
Answer: C2H7N4O2S